Here is a cluster of 14 separate species, C34H106O44P10 in total from the Open Molecules 2025 dataset. Energies are from ωB97M-V with the def2-TZVPD basis set.

Values from the calculation:
**Max |F|**: 4.09 eV/Å
**E_HOMO**: -10.35 eV
**E**: -219970.007 eV
**ΔE to the lowest compared entry with this formula, charge and spin**: 2.868 eV

Positions of all 194 atoms, in Å:
C1 0.49 -4.38 -10.39
O1 -0.05 -5.62 -9.99
H1 0.03 -3.94 -11.27
H2 0.36 -3.65 -9.59
H3 1.54 -4.50 -10.65
H4 0.20 -5.89 -9.10
C2 0.19 -8.38 0.35
O2 0.65 -9.47 -0.46
H5 0.76 -7.47 0.18
H6 -0.80 -8.13 -0.02
H7 0.18 -8.49 1.44
H8 -0.10 -10.06 -0.59
C3 2.86 -5.86 -5.02
O3 1.65 -6.69 -4.88
H9 3.23 -5.91 -6.05
H10 2.63 -4.84 -4.72
H11 3.66 -6.29 -4.42
H12 1.69 -7.10 -4.01
C4 -2.32 2.62 6.20
O4 -2.78 2.71 4.88
H13 -2.64 3.52 6.74
H14 -2.83 1.78 6.67
H15 -1.24 2.53 6.24
H16 -2.44 1.95 4.42
C5 -4.02 13.99 -6.11
O5 -3.65 13.37 -4.94
P1 -4.69 12.39 -4.18
O6 -6.13 12.80 -4.20
O7 -4.41 10.96 -4.90
C6 -5.38 9.87 -4.65
O8 -3.96 12.22 -2.78
C7 -4.48 11.43 -1.68
H17 -3.69 13.37 -6.94
H18 -3.48 14.93 -6.25
H19 -5.08 14.14 -6.34
H20 -6.34 10.23 -4.29
H21 -4.96 9.06 -4.05
H22 -5.59 9.47 -5.65
H23 -4.32 10.37 -1.84
H24 -5.55 11.67 -1.72
H25 -4.15 11.73 -0.69
C8 -8.00 2.48 -8.81
O9 -6.82 1.73 -9.05
P2 -5.64 1.80 -7.96
O10 -6.09 1.62 -6.54
O11 -4.88 3.16 -8.31
C9 -4.56 3.58 -9.61
O12 -4.55 0.69 -8.50
C10 -5.01 -0.46 -9.10
H26 -8.74 1.70 -8.64
H27 -8.21 2.97 -9.76
H28 -8.00 3.13 -7.94
H29 -3.50 3.37 -9.74
H30 -4.71 4.65 -9.65
H31 -5.15 3.12 -10.40
H32 -6.08 -0.63 -9.05
H33 -4.42 -1.33 -8.80
H34 -4.70 -0.36 -10.14
C11 1.52 6.91 -2.65
O13 2.60 6.03 -2.80
P3 3.13 5.54 -4.28
O14 3.50 6.56 -5.25
O15 1.98 4.50 -4.71
C12 2.24 3.45 -5.72
O16 4.39 4.54 -3.85
C13 5.50 4.99 -3.08
H35 1.78 7.83 -2.12
H36 0.74 6.39 -2.11
H37 1.06 7.26 -3.57
H38 2.42 2.57 -5.10
H39 3.03 3.67 -6.44
H40 1.29 3.38 -6.25
H41 5.38 4.61 -2.06
H42 5.42 6.07 -2.96
H43 6.50 4.66 -3.39
C14 -0.89 -1.64 -2.49
O17 0.22 -1.33 -1.59
P4 0.03 -0.46 -0.23
O18 -1.00 -0.90 0.74
O19 1.55 -0.45 0.39
C15 2.65 -0.21 -0.36
O20 -0.20 1.07 -0.77
C16 -1.42 1.61 -1.14
H44 -1.10 -2.68 -2.25
H45 -0.64 -1.64 -3.55
H46 -1.83 -1.10 -2.36
H47 2.87 -1.05 -1.02
H48 3.53 -0.03 0.26
H49 2.49 0.66 -1.00
H50 -2.15 0.80 -1.13
H51 -1.43 2.03 -2.15
H52 -1.61 2.35 -0.37
C17 -1.22 9.05 7.13
O21 -0.12 8.40 6.72
P5 0.88 9.00 5.62
O22 0.18 9.47 4.40
O23 1.75 10.13 6.42
C18 1.25 11.41 6.68
O24 2.04 7.89 5.30
C19 1.72 6.76 4.43
H53 -1.18 9.40 8.16
H54 -2.08 8.38 7.09
H55 -1.41 9.96 6.56
H56 2.04 12.14 6.51
H57 0.97 11.53 7.73
H58 0.37 11.67 6.09
H59 1.82 5.83 4.99
H60 2.50 6.75 3.66
H61 0.76 6.77 3.91
C20 10.70 4.87 3.88
O25 10.04 5.31 5.04
P6 9.51 4.14 6.03
O26 8.57 3.14 5.43
O27 10.89 3.49 6.53
C21 11.91 4.26 7.17
O28 8.98 4.92 7.34
C22 7.62 4.79 7.77
H62 11.64 5.39 3.68
H63 10.12 5.15 3.00
H64 10.91 3.81 3.79
H65 12.88 4.13 6.70
H66 12.09 3.85 8.16
H67 11.59 5.30 7.15
H68 7.58 4.39 8.79
H69 6.95 4.27 7.10
H70 7.24 5.79 7.97
C23 2.11 -6.65 9.65
O29 3.18 -6.33 8.80
P7 3.72 -4.80 8.59
O30 4.23 -4.17 9.83
O31 4.73 -4.94 7.30
C24 5.15 -3.68 6.64
O32 2.37 -4.14 7.95
C25 1.72 -4.81 6.84
H71 1.39 -7.26 9.10
H72 1.67 -5.76 10.08
H73 2.51 -7.26 10.46
H74 6.21 -3.46 6.48
H75 4.71 -2.90 7.25
H76 4.63 -3.64 5.68
H77 0.67 -5.03 7.07
H78 2.20 -5.75 6.55
H79 1.56 -4.16 5.98
C26 7.20 -10.42 -1.16
O33 7.10 -10.19 0.23
P8 8.12 -9.06 0.88
O34 9.56 -9.25 0.51
O35 7.42 -7.65 0.51
C27 8.21 -6.48 0.49
O36 7.78 -9.22 2.42
C28 6.52 -8.97 2.87
H80 6.19 -10.39 -1.58
H81 7.51 -11.42 -1.45
H82 7.81 -9.69 -1.68
H83 7.64 -5.76 1.07
H84 8.09 -6.06 -0.50
H85 9.24 -6.63 0.83
H86 5.98 -8.10 2.48
H87 6.59 -8.78 3.94
H88 5.86 -9.83 2.99
C29 -7.25 -5.84 -3.00
O37 -6.72 -5.65 -4.26
P9 -7.29 -6.56 -5.48
O38 -8.03 -7.80 -5.14
O39 -8.15 -5.52 -6.39
C30 -9.26 -4.84 -5.81
O40 -5.99 -6.81 -6.44
C31 -5.57 -8.17 -6.65
H89 -7.22 -4.92 -2.41
H90 -6.56 -6.44 -2.41
H91 -8.24 -6.30 -2.95
H92 -10.18 -5.07 -6.34
H93 -9.14 -3.78 -6.01
H94 -9.35 -4.92 -4.73
H95 -4.79 -8.39 -5.92
H96 -5.23 -8.21 -7.69
H97 -6.36 -8.92 -6.54
C32 -5.35 -7.54 7.47
O41 -6.12 -6.58 6.81
P10 -6.23 -6.41 5.20
O42 -4.96 -6.46 4.45
O43 -7.14 -5.04 4.96
C33 -6.52 -3.82 4.56
O44 -7.28 -7.59 4.78
C34 -8.56 -7.69 5.34
H98 -5.88 -8.32 8.02
H99 -4.68 -7.09 8.21
H100 -4.62 -8.05 6.84
H101 -7.10 -2.96 4.88
H102 -6.31 -3.70 3.50
H103 -5.60 -3.79 5.14
H104 -9.42 -7.65 4.67
H105 -8.84 -6.98 6.12
H106 -8.61 -8.67 5.83